Entry 1:
DFT (wB97M-V/def2-TZVPD) results for a structure of composition C6H14O.

Calculated values
ΔE to the lowest compared entry with this formula, charge and spin: 87.6 kcal/mol
Orbital gap: 9.2 eV
Multiplicity: 1
LUMO level: 1.0 eV
Net charge: 0

Cartesian coordinates (Å):
C1 1.49319 0.75941 -2.58582
C2 0.46658 1.05314 -1.49596
C3 -0.25876 -0.20458 -1.01576
C4 -1.29011 0.08891 0.05954
C5 -1.64678 -0.89491 1.01247
O1 -0.75581 -0.03417 2.42697
C6 0.45597 -0.63620 2.82354
H1 1.98137 1.67338 -2.94136
H2 1.02015 0.27371 -3.44790
H3 2.27502 0.08478 -2.21565
H4 0.95438 1.53653 -0.63865
H5 -0.27706 1.77189 -1.86794
H6 -0.72102 -0.69213 -1.89090
H7 0.48323 -0.91995 -0.62972
H8 -2.07576 0.79116 -0.23023
H9 -0.72178 0.50229 1.30582
H10 -2.62743 -0.89647 1.47967
H11 -1.11953 -1.84983 1.03617
H12 0.24724 -1.49550 3.47289
H13 1.07299 0.07702 3.38622
H14 1.04392 -0.98848 1.95661

Entry 2:
DFT (wB97M-V/def2-TZVPD) results for the molecule C9H9N3O2 at a distorted geometry.

Calculated values
ΔE to the lowest compared entry with this formula, charge and spin: 43.2 kcal/mol
SMILES string: COC(=O)Nc1cn2ccccc2n1
Orbital gap: 8.9 eV
Multiplicity: 1
LUMO level: 0.8 eV
Net charge: 0

Cartesian coordinates (Å):
C1 2.48731 1.43838 4.08253
C2 1.31368 0.89924 2.10125
C3 -0.20589 0.49171 0.25659
C4 -1.24592 0.90054 -0.53612
C5 -2.17533 -0.32417 -2.47516
C6 -2.06949 -1.40969 -3.32274
C7 -0.97806 -2.31502 -3.11354
C8 -0.01347 -2.01359 -2.19409
C9 -0.22443 -0.95674 -1.25484
H1 2.31025 2.19035 4.81821
H2 2.37872 0.49777 4.59989
H3 3.41467 1.57091 3.51810
H4 -0.34671 1.99417 1.54520
H5 -1.89109 1.78470 -0.46003
H6 -2.94227 0.45685 -2.58319
H7 -2.93389 -1.60087 -3.95538
H8 -0.75936 -3.18183 -3.70602
H9 0.87619 -2.70302 -2.01095
N1 0.20084 1.18784 1.33698
N2 -1.19253 -0.04670 -1.54819
N3 0.42082 -0.68395 -0.17545
O1 1.33111 1.59035 3.27289
O2 2.24484 0.23275 1.80407

Entry 3:
DFT (wB97M-V/def2-TZVPD) results for a cluster of 2 separate species, C11H15NS in total at a distorted geometry.

Calculated values
ΔE to the lowest compared entry with this formula, charge and spin: 44.0 kcal/mol
Orbital gap (alpha / beta): 7.9 / 2.4 eV
Multiplicity: 2
LUMO level (alpha / beta): -3.0 / -8.5 eV
Net charge: +1

Cartesian coordinates (Å):
C1 -2.71415 -0.87471 -2.36543
C2 -0.50572 1.29712 -0.24714
C3 -1.66990 0.51312 -0.36221
C4 -1.84243 0.13826 -1.74632
C5 -0.87595 0.88279 -2.39789
C6 0.02504 1.58514 1.03674
C7 -0.68097 1.17251 2.12338
C8 -1.91613 0.52919 2.04268
C9 -2.37063 0.10528 0.80030
N1 -0.01018 1.52058 -1.51152
H1 0.99631 2.07128 1.00914
H2 -0.26442 1.42037 3.09563
H3 0.95838 1.40042 -1.75174
H4 -2.47970 0.35387 2.94218
H5 -0.72467 0.89505 -3.46388
H6 -3.24762 -0.51190 0.69697
H7 -2.31794 -1.45026 -3.20296
H8 -3.67836 -0.48001 -2.70443
H9 -3.01800 -1.64990 -1.65157
C10 2.92774 0.00840 -0.19527
C11 3.03249 -1.97187 1.89714
S1 3.98191 -0.74921 1.02118
H10 1.88879 -0.28532 0.01855
H11 2.77887 1.09705 -0.10621
H12 3.18776 -0.11489 -1.24344
H13 1.95149 -1.97806 1.74253
H14 3.11559 -2.00731 2.98065
H15 3.47239 -2.91701 1.54294

Entry 4:
DFT (wB97M-V/def2-TZVPD) results for a cluster of 10 separate species, C20H38BBr18F2NO4S in total at a distorted geometry.

Calculated values
SMILES string: O=C(F)NC(=O)BS(=O)(=O)F.BrCCBr.BrCCBr.BrCCBr.BrCCBr.BrCCBr.BrCCBr.BrCCBr.BrCCBr.BrCCBr
Orbital gap: 7.5 eV
Multiplicity: 1
LUMO level: -2.1 eV
Net charge: 0

Cartesian coordinates (Å):
O1 -7.08992 -0.31290 5.47100
C1 -7.75760 0.10215 4.57157
F1 -9.03258 0.41457 4.72048
N1 -7.39302 0.32402 3.25514
C2 -6.11447 -0.15234 2.86072
O2 -5.09756 0.15539 3.41578
B1 -5.95719 -1.06611 1.57753
S1 -5.65319 -2.91186 1.69840
O3 -5.77481 -3.48684 0.41370
O4 -4.47282 -3.12570 2.45204
F2 -6.86337 -3.39549 2.54715
H1 -8.12887 0.10690 2.59741
H2 -6.01928 -0.56539 0.51163
Br1 0.57565 -5.97095 0.14962
C3 -0.25808 -4.96860 1.59605
C4 -1.59953 -4.41931 1.19438
Br2 -1.42930 -2.88016 0.01675
H3 0.44261 -4.19173 1.88163
H4 -0.36701 -5.67729 2.41351
H5 -2.14056 -4.05665 2.06453
H6 -2.20918 -5.14698 0.67016
Br3 0.86019 1.25156 -0.24663
C5 1.00010 1.17867 1.69265
C6 0.21979 0.03313 2.27572
Br4 -1.69548 0.38097 2.29557
H7 0.67403 2.14306 2.06348
H8 2.06124 1.05120 1.89751
H9 0.49579 -0.11851 3.31531
H10 0.35845 -0.89219 1.72444
Br5 4.03163 4.13529 -2.87042
C7 2.24018 4.77005 -3.28643
C8 1.20046 3.71793 -3.01365
Br6 1.19327 2.33683 -4.38667
H11 2.25255 5.08982 -4.32280
H12 2.08238 5.63192 -2.64222
H13 0.20240 4.14928 -3.03671
H14 1.35408 3.21452 -2.06734
Br7 -4.45287 -2.23687 -6.04459
C9 -3.02993 -2.87032 -4.87580
C10 -3.56587 -3.36872 -3.56286
Br8 -4.07028 -1.90885 -2.38220
H15 -2.32943 -2.05010 -4.76067
H16 -2.55762 -3.68723 -5.41662
H17 -2.79562 -3.91819 -3.02446
H18 -4.44273 -3.99630 -3.67809
Br9 0.86368 -0.83083 7.00129
C11 -0.24891 0.73700 7.30776
C12 -0.78200 1.29243 6.01678
Br10 0.59636 2.25125 5.03109
H19 0.35834 1.45081 7.85326
H20 -1.06572 0.39629 7.93910
H21 -1.56403 2.02377 6.20514
H22 -1.16278 0.52351 5.35207
Br11 2.36875 5.41927 1.49933
C13 3.82794 4.85322 2.65873
C14 3.31640 4.35716 3.98241
Br12 2.76227 5.81370 5.14957
H23 4.50198 5.69667 2.75484
H24 4.32995 4.05350 2.11923
H25 4.10091 3.83697 4.52727
H26 2.45848 3.70645 3.86748
Br13 -1.67690 -5.65405 -6.92009
C15 -2.36233 -7.47010 -6.80672
C16 -3.51637 -7.55712 -5.84471
Br14 -2.91958 -7.46998 -3.99439
H27 -1.52812 -8.10197 -6.52312
H28 -2.68582 -7.72473 -7.81304
H29 -4.02425 -8.51323 -5.94486
H30 -4.23027 -6.75187 -5.97992
Br15 5.02572 2.65560 -7.05627
C17 4.38136 0.86170 -7.44575
C18 3.85278 0.18059 -6.21262
Br16 5.29006 -0.42017 -5.04759
H31 5.20598 0.32396 -7.90032
H32 3.58674 0.99234 -8.17659
H33 3.30294 -0.71873 -6.48107
H34 3.22014 0.82986 -5.61769
Br17 7.05857 6.18934 0.96365
C19 7.95308 6.47372 2.66828
C20 8.65276 5.22985 3.14598
Br18 7.38464 3.92055 3.82410
H35 7.19550 6.81719 3.36437
H36 8.67151 7.27062 2.49265
H37 9.31070 5.46004 3.98045
H38 9.21861 4.73850 2.36255

Entry 5:
DFT (wB97M-V/def2-TZVPD) results for a cluster of 4 separate species, C26H29B4BrO19 in total at a distorted geometry.

Calculated values
SMILES string: CC[C@H](Br)B1OB(CCCC(=O)O)OB(CB(O)O)O1.O=C1C=C(O)C(=O)C=C1O.O=C1C=C(O)C(=O)C=C1O.O=C1C=C(O)C(=O)C=C1O
Orbital gap: 7.2 eV
Multiplicity: 1
LUMO level: -2.1 eV
Net charge: 0

Cartesian coordinates (Å):
C1 3.76666 7.49230 -0.53560
C2 4.82478 6.20456 -0.59279
C3 4.11049 4.77564 -0.21449
Br1 4.90633 4.20079 1.57357
B1 4.33527 3.58583 -1.33968
O1 3.20745 3.16169 -2.24299
B2 2.92854 1.73889 -1.83602
C4 1.30680 1.38944 -1.58994
C5 0.85011 2.23770 -0.26333
C6 -0.63947 2.94108 -0.37885
C7 -1.89102 1.91284 -0.06595
O2 -2.10024 0.74964 -0.71353
O3 -2.89591 2.29433 0.97230
O4 4.02756 0.77044 -1.63890
B3 5.23037 1.44573 -1.03707
C8 6.06711 0.69638 0.16356
B4 7.54282 1.34933 0.49042
O5 7.95380 1.88936 1.83432
O6 8.62649 1.40872 -0.55330
O7 5.60952 2.81989 -1.52300
H1 4.23185 8.27262 0.23228
H2 2.70918 7.11838 -0.19181
H3 3.74466 8.06540 -1.58154
H4 5.32379 6.21104 -1.65759
H5 5.68833 6.40070 0.18662
H6 2.94169 4.87003 0.00836
H7 0.73783 1.69311 -2.58319
H8 1.17479 0.22611 -1.46270
H9 0.98202 1.56392 0.70353
H10 1.61800 3.13183 -0.13113
H11 -0.76801 3.55900 -1.37929
H12 -0.67222 3.75671 0.49264
H13 -3.10063 3.29066 0.90354
H14 6.26281 -0.42488 -0.16566
H15 5.40959 0.76634 1.13637
H16 7.29189 2.57949 2.14148
H17 8.80339 0.43837 -0.80532
C9 -7.50706 6.56870 0.34400
C10 -6.60022 5.89788 1.05700
C11 -5.32026 5.44168 0.44772
O8 -4.49800 4.84390 1.13296
C12 -5.09461 5.72862 -0.97753
C13 -6.00310 6.39642 -1.69120
C14 -7.27033 6.87640 -1.07485
O9 -8.07800 7.50368 -1.75186
O10 -5.79867 6.66711 -3.03178
O11 -6.81689 5.60269 2.39043
H18 -8.44063 6.90815 0.77476
H19 -4.16816 5.37586 -1.41225
H20 -6.59627 7.16071 -3.32281
H21 -6.01668 5.11441 2.68288
C15 -1.23617 -4.08190 1.36079
C16 -2.04648 -5.13059 1.20470
C17 -3.51043 -4.95298 0.99742
O12 -4.22700 -5.93488 0.83802
C18 -4.04519 -3.58235 0.99746
C19 -3.23519 -2.53398 1.15703
C20 -1.76799 -2.71060 1.33662
O13 -1.04658 -1.72679 1.46251
O14 -3.73146 -1.24328 1.16081
O15 -1.55425 -6.42258 1.22890
H22 -0.16991 -4.19644 1.51005
H23 -5.11329 -3.46836 0.86368
H24 -2.94949 -0.66354 1.29092
H25 -2.33535 -7.00192 1.09276
C21 0.37185 -9.65576 1.27563
C22 1.35358 -10.54886 1.13670
C23 1.41740 -11.45052 -0.04675
O16 2.34204 -12.24807 -0.15622
C24 0.34634 -11.34756 -1.05016
C25 -0.63718 -10.45678 -0.90929
C26 -0.68558 -9.53668 0.25998
O17 -1.59219 -8.71591 0.35255
O18 -1.64842 -10.35652 -1.84713
O19 2.34952 -10.66840 2.08851
H26 0.31447 -8.99267 2.12964
H27 0.39510 -12.02097 -1.89626
H28 -2.23622 -9.64036 -1.52138
H29 2.94051 -11.38036 1.75969